# 1
Computed, not measured: a cluster of 2 separate species, C5H8FN in total, with wB97M-V/def2-TZVPD.

Last column: Löwdin charge in e.
Cartesian coordinates (Å):
C1 2.140234 1.294904 1.184313  -0.014
C2 2.294021 0.167627 0.526328  -0.215
C3 0.378830 -0.263645 -0.352839  -0.218
C4 0.333534 -1.639855 -0.795676  -0.073
C5 -1.778143 0.867311 -0.558868  -0.138
N1 -0.397229 0.704417 -0.275082  -0.015
F1 3.245559 -0.721273 0.281671  0.038
H1 2.917604 1.711351 1.840413  0.060
H2 1.198413 1.816988 1.136246  0.032
H3 -0.365837 -2.305212 -0.202363  0.110
H4 1.403890 -2.015835 -0.994186  0.105
H5 -0.204248 -1.473313 -1.721540  0.072
H6 -1.986197 0.983331 -1.653819  0.087
H7 -2.210737 1.811280 -0.168948  0.076
H8 -2.373256 -0.051416 -0.270430  0.094

Atomic forces in eV per Å
C 2.0 -0.4 0.9
C -5.0 -0.1 -2.2
C 2.4 2.6 2.7
C 0.2 -1.2 -0.8
C -1.7 -0.9 -1.3
N 1.9 -0.4 0.4
F 0.1 0.5 0.6
H -0.2 -0.1 -0.4
H -0.2 -0.2 -0.2
H 1.2 0.6 -0.3
H -2.0 0.2 0.5
H 0.0 -0.8 -0.9
H 0.5 -0.3 0.5
H 0.4 -0.8 0.4
H 0.4 1.1 0.0

Results
- DFT total energy: -9518.0246 eV
- Molecular weight: 101.1 g mol⁻¹
- Multiplicity: 1
- Orbital gap: 9.1952 eV
- Energy relative to the best compared isomer or geometry (same formula, charge and spin): 363.2 kJ/mol


# 2
Computed, not measured: a structure of composition C10H16ClNO2S2, with wB97M-V/def2-TZVPD.

Last column: Löwdin charge in e.
Cartesian coordinates (Å):
C1 -1.937819 -2.637641 -0.970024  -0.124
C2 -0.738928 -2.747687 -0.004657  -0.200
C3 0.647613 -2.784515 -0.666707  -0.096
C4 1.652827 -3.159603 0.356870  -0.210
C5 2.017811 -2.074645 1.052100  -0.238
C6 2.883819 -1.029700 0.522727  -0.359
N1 2.190422 -0.358219 -0.442158  -0.184
S1 1.821140 1.369713 -0.460543  0.693
O1 1.747643 2.019371 -1.709057  -0.278
O2 2.646478 1.874062 0.721152  -0.374
C7 0.121096 1.357618 0.259045  -0.561
C8 -0.372094 1.279782 1.422188  -0.252
C9 -1.634987 0.782191 1.508240  -0.287
C10 -2.206180 0.864299 0.432566  -1.033
Cl1 -3.883526 0.465686 -0.045411  0.619
S2 -1.140956 0.841871 -0.773283  1.058
H1 -2.170809 0.783830 2.596277  0.191
H2 0.347405 1.308619 2.440089  0.201
H3 2.787954 -0.231323 -1.587314  0.241
H4 3.282028 -0.145411 1.294497  0.174
H5 3.744572 -1.505088 -0.012487  0.141
H6 0.983061 -1.255228 1.667895  0.215
H7 2.503392 -2.113792 2.163931  0.159
H8 2.421838 -3.449420 0.040833  0.051
H9 1.262748 -3.743133 0.823804  0.016
H10 0.545667 -3.695169 -1.345080  0.165
H11 0.726618 -2.159749 -1.212920  -0.052
H12 -1.046940 -3.445466 0.601385  0.046
H13 -1.001729 -1.888777 0.748024  0.125
H14 -1.776670 -1.829776 -1.642251  0.024
H15 -2.006599 -3.430310 -1.710404  0.066
H16 -2.992560 -2.535034 -0.711595  0.064

Atomic forces in eV per Å
C 0.3 -0.3 -1.8
C -1.9 5.7 -1.4
C -4.9 -16.6 9.9
C -3.9 12.0 -7.2
C -0.2 8.7 11.7
C 3.7 1.9 1.7
N -0.5 5.1 -10.3
S 1.0 -0.6 8.8
O 0.4 -0.5 -1.3
O -2.0 -0.6 -3.7
C 2.7 -0.6 -6.5
C 4.8 -0.5 9.5
C -0.7 1.3 13.5
C -7.6 -2.2 -7.4
Cl 1.0 0.4 0.7
S 1.8 1.3 -5.3
H 1.2 -0.3 -2.9
H -2.0 0.3 -2.9
H -2.1 -1.0 4.3
H -0.8 -2.8 -1.5
H -0.1 0.4 0.8
H 2.4 -2.5 -2.2
H -0.9 -1.4 -2.3
H 11.2 -5.1 -5.5
H -7.6 -12.3 9.9
H 0.1 0.7 0.5
H 2.5 14.6 -11.6
H -0.3 -4.9 3.2
H 1.4 -0.6 -1.4
H 0.2 1.2 -0.5
H 0.4 -0.8 0.1
H 0.3 0.1 1.3

Results
- DFT total energy: -50393.3504 eV
- Molecular weight: 281.8 g mol⁻¹
- Multiplicity: 1
- Orbital gap: 10.0357 eV
- Energy relative to the best compared isomer or geometry (same formula, charge and spin): 1328.3 kJ/mol


Which formula does entry 2 have?
C10H16ClNO2S2